DFT (ωB97M-V/def2-TZVPD) results for a 2-piece molecular cluster, C3H9NO overall.

Cartesian coordinates (Å):
C 1.711 1.914 -0.190
C 1.153 1.787 1.029
O -0.004 1.177 1.327
H 2.500 2.638 -0.313
H 1.351 1.284 -0.992
H 1.535 2.405 1.840
H -0.118 0.314 0.855
C -0.892 -2.108 -0.796
N -1.171 -0.839 -0.019
H -0.089 -1.864 -1.482
H -0.698 -2.859 -0.027
H -1.786 -2.475 -1.298
H -1.796 -1.116 0.731
H -1.696 -0.257 -0.666

The LUMO energy comes out at 0.8 eV. As for the relative energy (zero: lowest compared OMol25 entry of this formula, charge and spin): 169.8 kJ/mol. The largest force on an atom comes out at 1.81 eV/Å. Its total charge is 0. The calculation puts the HOMO-LUMO gap at 9.28 eV.

DFT (ωB97M-V/def2-TZVPD) results for a 7-piece molecular cluster, C26H46N2O12 overall.

Cartesian coordinates (Å):
C -2.306 11.212 3.281
C -2.819 11.997 2.089
O -3.241 11.106 1.035
C -4.516 10.710 1.022
C -4.791 9.759 -0.122
O -5.323 11.021 1.860
H -1.353 10.781 2.974
H -3.002 10.443 3.600
H -2.123 11.922 4.088
H -3.645 12.675 2.308
H -2.025 12.599 1.648
H -4.976 8.772 0.296
H -3.913 9.720 -0.762
H -5.645 10.121 -0.687
C -5.466 4.458 1.143
C -6.187 5.353 2.110
O -5.958 5.074 3.505
C -4.754 5.317 4.024
C -4.775 5.339 5.523
O -3.772 5.556 3.361
H -4.390 4.594 1.264
H -5.648 4.815 0.127
H -5.709 3.404 1.238
H -6.006 6.412 1.913
H -7.266 5.224 2.018
H -4.944 4.331 5.910
H -5.605 5.936 5.905
H -3.850 5.769 5.892
C -2.373 5.983 8.482
C -2.142 7.294 7.789
O -1.879 7.063 6.402
C -1.711 8.178 5.651
C -1.133 7.864 4.297
O -1.965 9.279 6.055
H -2.387 6.129 9.565
H -1.575 5.254 8.314
H -3.309 5.468 8.252
H -3.119 7.790 7.805
H -1.457 7.899 8.375
H -0.375 8.600 4.055
H -1.994 7.892 3.621
H -0.770 6.847 4.237
O 1.718 2.820 1.670
C 0.845 3.380 2.241
O 0.540 3.158 3.553
C -0.382 4.156 3.996
C -1.032 4.588 2.689
O 0.008 4.294 1.714
H -1.117 3.744 4.685
H 0.161 4.924 4.555
H -1.255 5.634 2.553
H -1.821 3.864 2.500
O -1.871 13.564 10.790
C -2.272 12.575 10.272
O -1.505 11.551 9.846
C -2.336 10.660 9.038
C -3.716 10.929 9.620
O -3.582 12.294 10.056
H -2.274 11.050 8.025
H -1.907 9.681 9.181
H -3.966 10.303 10.475
H -4.479 10.901 8.849
C 2.606 9.683 10.421
C 2.232 9.411 11.877
C 0.717 9.475 12.119
C 0.047 8.310 11.536
N -0.438 7.387 11.059
H 3.685 9.795 10.323
H 2.179 10.642 10.119
H 2.251 8.907 9.743
H 2.685 10.230 12.440
H 2.631 8.468 12.245
H 0.272 10.360 11.661
H 0.551 9.472 13.197
C -4.918 6.618 11.960
C -5.377 5.504 11.036
C -6.340 5.932 9.923
C -5.928 7.090 9.126
N -5.645 7.989 8.467
H -5.745 7.272 12.244
H -4.245 7.282 11.403
H -4.370 6.251 12.822
H -5.912 4.728 11.590
H -4.527 4.996 10.575
H -7.316 6.194 10.338
H -6.437 5.096 9.229

The LUMO energy comes out at 0.3 eV. As for the relative energy (zero: lowest compared OMol25 entry of this formula, charge and spin): 0.0 kJ/mol. The largest force on an atom comes out at 2.51 eV/Å. Its total charge is 0. The calculation puts the HOMO-LUMO gap at 10.68 eV.

DFT (ωB97M-V/def2-TZVPD) results for C6H14O2 as an isolated structure.

Cartesian coordinates (Å):
C -1.071 0.334 -0.642
C 1.115 0.077 0.245
C -0.478 -0.898 -0.313
C -1.798 1.175 0.361
C 2.238 -0.656 -0.466
C 1.195 -0.004 1.754
O -0.746 0.906 -1.823
O -2.472 -1.098 -1.033
H -1.190 1.761 -1.903
H -2.345 -1.391 -1.946
H 1.168 1.130 -0.044
H -0.789 -1.399 0.590
H -0.108 -1.512 -1.123
H -1.370 2.179 0.435
H -2.840 1.254 0.043
H -1.800 0.705 1.343
H 2.269 -1.705 -0.157
H 2.093 -0.618 -1.549
H 3.211 -0.201 -0.246
H 2.159 0.369 2.124
H 0.453 0.628 2.248
H 1.105 -1.036 2.103

The LUMO energy comes out at 0.6 eV. As for the relative energy (zero: lowest compared OMol25 entry of this formula, charge and spin): 395.9 kJ/mol. The largest force on an atom comes out at 5.30 eV/Å. Its total charge is 0. The calculation puts the HOMO-LUMO gap at 8.18 eV.

DFT (ωB97M-V/def2-TZVPD) results for C19H17BrN2O4S in the gas phase.

Cartesian coordinates (Å):
O -0.941 -2.429 4.436
C 0.098 -1.894 4.742
N 0.956 -1.275 3.869
C 0.841 -1.148 2.486
C 1.832 -0.421 1.821
C 1.778 -0.265 0.450
C 0.737 -0.835 -0.257
S 0.643 -0.628 -2.026
O 0.331 -1.878 -2.652
O 1.815 0.082 -2.464
N -0.742 0.306 -2.139
C -0.588 1.733 -1.972
C 0.038 2.439 -3.189
C -0.751 2.133 -4.428
C -0.441 1.010 -5.190
C -1.199 0.685 -6.301
C -2.274 1.478 -6.666
C -2.589 2.597 -5.914
C -1.834 2.920 -4.800
C -0.249 -1.557 0.386
C -0.205 -1.717 1.758
C 0.577 -1.844 6.142
C 1.722 -1.371 6.742
C 1.595 -1.629 8.121
C 0.379 -2.242 8.254
Br -0.496 -2.880 9.765
O -0.236 -2.376 7.082
H 1.780 -0.845 4.263
H 2.644 0.017 2.383
H 2.534 0.284 -0.089
H -1.263 0.059 -2.969
H -1.578 2.151 -1.764
H 0.046 1.874 -1.093
H 1.062 2.081 -3.300
H 0.052 3.513 -2.996
H 0.402 0.395 -4.908
H -0.949 -0.190 -6.883
H -2.864 1.226 -7.534
H -3.424 3.221 -6.197
H -2.083 3.794 -4.215
H -1.040 -1.994 -0.202
H -0.968 -2.277 2.271
H 2.565 -0.900 6.278
H 2.290 -1.402 8.902

The LUMO energy comes out at 0.0 eV. As for the relative energy (zero: lowest compared OMol25 entry of this formula, charge and spin): 3.6 kJ/mol. The largest force on an atom comes out at 0.96 eV/Å. Its total charge is 0. The calculation puts the HOMO-LUMO gap at 8.93 eV.

DFT (ωB97M-V/def2-TZVPD) results for C7H18ClI2IrOP2 as an isolated structure.

Cartesian coordinates (Å):
I -1.477 3.872 -1.181
I -3.393 2.249 -2.205
Ir 0.327 -0.243 0.213
P 1.249 -0.370 -1.813
C 0.519 0.878 -2.850
C 3.045 -0.234 -1.570
H 3.646 -0.482 -2.460
H 1.288 -2.380 -3.263
H 3.342 -0.935 -0.769
H 0.911 -2.724 -1.588
H 0.667 1.856 -2.361
H 3.221 0.820 -1.286
C 0.736 -2.011 -2.399
H 1.041 0.848 -3.814
H -0.313 -1.995 -2.671
H -0.548 0.643 -2.977
P -1.011 -0.076 1.990
C -2.185 1.229 1.697
C -1.881 -1.671 2.006
H 0.869 -0.610 3.393
H -0.434 0.052 4.403
H 0.476 1.181 3.330
C 0.073 0.156 3.430
H -1.135 -2.457 1.858
H -2.395 -1.900 2.939
H -2.781 1.342 2.611
H -2.824 0.936 0.851
H -2.622 -1.696 1.216
H -1.622 2.153 1.485
Cl 0.914 -2.404 0.729
O 1.353 2.519 0.609
C 0.943 1.456 0.448

The expectation value of S² is 8.773. The LUMO energy (alpha / beta) comes out at -11.0 / -14.7 eV. As for the relative energy (zero: lowest compared OMol25 entry of this formula, charge and spin): 29.4 kJ/mol. The largest force on an atom comes out at 3.62 eV/Å. Its total charge is +3. Its spin multiplicity is 6. The calculation puts the HOMO-LUMO gap (alpha / beta) at 7.98 / 5.53 eV.

DFT (ωB97M-V/def2-TZVPD) results for C5H6ClN3O as an isolated structure.

Cartesian coordinates (Å):
C -0.523 -0.184 2.376
C -1.402 -0.541 1.180
C 0.186 0.996 -1.738
C 1.313 0.291 0.896
C 0.429 -0.338 -0.226
N 0.686 0.027 2.220
N -0.890 -0.682 0.043
N -0.401 0.300 -2.659
O 0.582 2.122 -1.586
Cl 1.126 -1.825 -0.951
H -0.937 -0.469 3.266
H -2.453 -0.676 1.341
H 2.280 -0.149 0.917
H 1.261 1.282 0.915
H -0.497 -0.709 -2.437
H -0.759 0.555 -3.557

The LUMO energy comes out at 0.0 eV. As for the relative energy (zero: lowest compared OMol25 entry of this formula, charge and spin): 132.0 kJ/mol. The largest force on an atom comes out at 5.76 eV/Å. Its total charge is 0. The calculation puts the HOMO-LUMO gap at 8.44 eV.

DFT (ωB97M-V/def2-TZVPD) results for a 3-piece molecular cluster, C4H10N2O overall.

Cartesian coordinates (Å):
C -0.516 -0.874 -0.245
C -0.670 0.488 -0.477
C 0.016 0.891 1.595
N 0.686 -1.484 -0.169
N 1.444 0.691 1.516
C -1.069 -0.410 -2.577
O -2.117 -0.185 -3.114
H -1.382 -1.459 0.046
H 0.735 -2.336 0.370
H 1.480 -0.853 -0.030
H 1.876 0.438 2.402
H 1.913 1.523 1.177
H -0.135 -0.585 -3.209
H 0.159 1.067 -0.862
H -1.663 0.909 -0.463
H -0.452 0.250 2.338
H -0.305 1.928 1.702

The LUMO energy (alpha / beta) comes out at 0.8 / 0.8 eV. As for the relative energy (zero: lowest compared OMol25 entry of this formula, charge and spin): 656.3 kJ/mol. The largest force on an atom comes out at 3.61 eV/Å. Its total charge is 0. The calculation puts the HOMO-LUMO gap (alpha / beta) at 6.31 / 6.32 eV.

DFT (ωB97M-V/def2-TZVPD) results for a 3-piece molecular cluster, C4H15N2O2 overall.

Cartesian coordinates (Å):
C 1.040 -2.540 -0.132
C -0.118 -2.166 0.936
C -0.666 -0.792 0.826
C -0.979 -0.298 -0.444
N -1.566 1.061 -0.672
N 2.122 -1.692 0.372
H 0.705 -2.510 -1.228
H 1.319 -3.721 -0.232
H 0.362 -2.362 1.989
H -0.881 -2.996 1.051
H -0.538 -0.225 1.657
H -0.940 -0.964 -1.355
H -1.020 1.550 -1.346
H -2.477 0.977 -1.185
H -1.636 1.601 0.187
H 2.335 -1.655 1.425
H 3.050 -2.138 -0.025
H 1.735 3.143 -1.156
H 0.944 2.456 -2.161
O 0.821 2.998 -1.443
H -1.854 3.855 1.082
H -0.431 3.338 1.062
O -1.327 3.081 0.793

The LUMO energy comes out at -3.0 eV. As for the relative energy (zero: lowest compared OMol25 entry of this formula, charge and spin): 336.3 kJ/mol. The largest force on an atom comes out at 6.18 eV/Å. Its total charge is +1. The calculation puts the HOMO-LUMO gap at 9.19 eV.

DFT (ωB97M-V/def2-TZVPD) results for a 2-piece molecular cluster, C3H9N2 overall.

Cartesian coordinates (Å):
C 0.504 0.472 -2.055
C -0.376 0.298 -0.870
C -0.197 -0.667 -0.024
N 1.172 -1.110 3.016
N -1.364 1.254 -0.660
H -0.087 0.444 -2.962
H 0.952 1.453 -1.883
H 1.292 -0.282 -2.080
H -0.735 -1.596 0.184
H 2.113 -0.732 2.970
H 1.220 -2.087 3.282
H 0.737 -1.011 2.108
H -1.514 1.459 0.320
H -2.262 1.137 -1.117

The LUMO energy comes out at -7.7 eV. As for the relative energy (zero: lowest compared OMol25 entry of this formula, charge and spin): 519.6 kJ/mol. The largest force on an atom comes out at 1.76 eV/Å. Its total charge is +1. The calculation puts the HOMO-LUMO gap at 5.47 eV.

DFT (ωB97M-V/def2-TZVPD) results for C3H5BN2O3 in the gas phase.

Cartesian coordinates (Å):
B -2.240 -0.735 0.094
C -0.568 1.474 1.014
C 0.754 -0.072 -0.263
C 2.155 -0.476 -0.548
N 0.416 0.823 0.748
N -0.177 -0.447 -1.004
O -1.464 -0.003 -0.744
O -3.534 -0.309 0.322
O -1.769 -1.911 0.542
H 2.301 -0.256 -1.634
H 2.819 0.174 0.105
H 2.453 -1.580 -0.273
H -3.804 -0.417 1.210
H -1.156 -2.576 0.233

The LUMO energy comes out at 0.3 eV. As for the relative energy (zero: lowest compared OMol25 entry of this formula, charge and spin): 117.1 kJ/mol. The largest force on an atom comes out at 3.10 eV/Å. Its total charge is 0. The calculation puts the HOMO-LUMO gap at 10.96 eV.

DFT (ωB97M-V/def2-TZVPD) results for C27H40NP2PbS3 as an isolated structure.

Cartesian coordinates (Å):
Pb 2.076 1.177 -0.843
C -2.010 4.477 1.458
C -0.608 4.115 1.008
C 0.003 4.964 -0.103
P -0.348 2.340 0.513
C -1.102 1.397 1.880
C -2.644 1.358 1.927
C -0.485 1.871 3.207
C -1.470 1.948 -0.885
C -2.366 2.906 -1.385
C -3.176 2.595 -2.496
C -4.012 3.715 -3.066
C -3.018 1.338 -3.148
C -2.134 0.395 -2.660
C -1.361 0.673 -1.493
N -0.379 -0.192 -0.999
C -0.660 -1.490 -0.704
C -1.919 -2.116 -0.835
C -2.176 -3.350 -0.286
C -1.146 -4.146 0.275
C -1.410 -5.488 0.903
C 0.138 -3.608 0.275
C 0.411 -2.326 -0.196
P 2.073 -1.684 -0.250
C 2.939 -2.589 -1.613
C 2.492 -4.043 -1.773
C 2.850 -1.797 -2.903
C 2.927 -2.068 1.373
C 1.984 -1.982 2.566
C 3.714 -3.407 1.422
H -2.227 5.530 1.233
H -2.110 4.307 2.559
H -2.851 3.882 1.018
H 0.100 4.189 1.857
H -0.507 4.838 -1.060
H 1.053 4.656 -0.298
H 0.041 6.017 0.211
H -0.724 0.332 1.756
H -3.090 2.215 2.443
H -2.957 0.423 2.450
H -3.037 1.229 0.917
H -0.914 2.824 3.581
H 0.611 2.011 3.130
H -0.623 1.091 3.978
H -2.391 3.889 -0.929
H -4.414 4.309 -2.208
H -4.821 3.396 -3.724
H -3.395 4.451 -3.639
H -3.683 1.193 -3.997
H -2.095 -0.577 -3.129
H -2.741 -1.541 -1.241
H -3.157 -3.803 -0.353
H -2.335 -5.582 1.476
H -0.542 -5.723 1.551
H -1.465 -6.287 0.127
H 0.965 -4.226 0.657
H 3.994 -2.578 -1.238
H 1.453 -4.116 -2.107
H 2.597 -4.632 -0.869
H 3.162 -4.561 -2.459
H 1.862 -1.416 -3.148
H 3.190 -2.396 -3.746
H 3.539 -0.933 -2.897
H 3.663 -1.235 1.477
H 1.149 -2.661 2.495
H 1.603 -0.981 2.723
H 2.545 -2.250 3.491
H 3.111 -4.322 1.415
H 4.273 -3.381 2.385
H 4.459 -3.516 0.627
S 5.379 3.913 1.297
C 4.396 2.779 0.613
S 4.444 2.571 -1.095
S 3.308 1.689 1.500

The LUMO energy comes out at 2.6 eV. As for the relative energy (zero: lowest compared OMol25 entry of this formula, charge and spin): 0.0 kJ/mol. The largest force on an atom comes out at 1.89 eV/Å. Its total charge is -1. The calculation puts the HOMO-LUMO gap at 6.39 eV.

DFT (ωB97M-V/def2-TZVPD) results for C2H7NO2S2 as an isolated structure.

Cartesian coordinates (Å):
C -1.825 -2.076 0.317
C 2.280 1.791 0.174
N -1.342 -1.587 -0.733
O -1.977 0.829 0.677
O -1.952 0.902 -1.752
S 2.180 0.637 1.575
S -1.222 0.642 -0.540
H -1.420 -1.729 1.238
H -2.463 -2.949 0.155
H 2.490 -0.455 0.798
H 3.333 1.872 -0.138
H 1.929 2.745 0.522
H 1.550 1.404 -0.705
H -1.561 -2.027 -1.588

The LUMO energy comes out at 0.0 eV. As for the relative energy (zero: lowest compared OMol25 entry of this formula, charge and spin): 248.9 kJ/mol. The largest force on an atom comes out at 2.99 eV/Å. Its total charge is 0. The calculation puts the HOMO-LUMO gap at 9.03 eV.

total charge of number 7 (C4H10N2O)?
0